(1)
{
  "formula": "C3H10N2O2",
  "method": "ωB97M-V/def2-TZVPD",
  "smiles": "C[C@@H](O)CO.[H]/N=N\\[H]",
  "orbital_gap_ev": 9.298,
  "species": ["C", "C", "C", "O", "O", "H", "H", "H", "H", "H", "H", "H", "H", "N", "N", "H", "H"],
  "coordinates": [[-0.544, -0.633, -0.278], [-1.156, 0.734, -0.812], [0.716, -1.015, -1.022], [-0.267, -0.441, 1.106], [-2.346, 0.981, -0.060], [-1.096, -0.068, 1.477], [-2.752, 1.790, -0.415], [-1.292, -1.430, -0.339], [-0.507, 1.614, -0.746], [-1.443, 0.592, -1.858], [1.412, -0.172, -1.100], [1.252, -1.816, -0.501], [0.488, -1.310, -2.050], [2.236, 0.942, 1.412], [2.418, -0.059, 2.129], [1.606, -0.708, 2.126], [1.276, 1.000, 0.931]]
}

---

(2)
{
  "formula": "C25H27BN2O4ReS6Sb",
  "method": "ωB97M-V/def2-TZVPD",
  "charge": 2,
  "orbital_gap_ev": 5.668,
  "species": ["Re", "C", "C", "N", "C", "C", "C", "S", "N", "C", "O", "C", "C", "C", "C", "C", "C", "H", "H", "H", "H", "H", "H", "H", "H", "H", "H", "H", "H", "H", "H", "H", "S", "Sb", "S", "S", "S", "O", "B", "O", "C", "C", "C", "C", "C", "C", "H", "H", "H", "H", "C", "S", "O", "C", "C", "C", "C", "C", "C", "H", "H", "H", "H", "H", "H", "H", "H"],
  "coordinates": [[-0.470, -1.829, -0.442], [-3.044, 2.302, -0.010], [-3.639, 1.751, -1.295], [-2.607, 1.407, -2.296], [-2.224, 2.445, -3.282], [-0.941, 3.168, -2.906], [-2.017, 0.239, -2.322], [-2.542, -1.049, -1.242], [-1.142, -0.009, -3.313], [-0.261, -0.954, -3.326], [0.118, -1.644, -2.243], [0.446, -1.319, -4.544], [0.073, -0.728, -5.756], [0.727, -1.081, -6.919], [1.754, -2.017, -6.879], [2.130, -2.604, -5.677], [1.480, -2.260, -4.508], [-3.841, 2.495, 0.707], [-2.507, 3.234, -0.182], [-2.357, 1.582, 0.435], [-4.289, 2.484, -1.767], [-4.244, 0.867, -1.101], [-3.063, 3.134, -3.337], [-2.120, 1.951, -4.245], [-1.032, 3.681, -1.949], [-0.719, 3.915, -3.667], [-0.102, 2.475, -2.860], [-0.729, -0.003, -5.773], [0.441, -0.630, -7.859], [2.265, -2.290, -7.793], [2.932, -3.330, -5.657], [1.770, -2.709, -3.568], [1.767, -2.614, -0.266], [1.913, -4.520, 1.145], [-0.620, -5.252, 0.797], [-1.633, -3.677, -0.188], [-0.019, -4.343, 2.570], [-1.851, 0.091, 2.790], [-0.730, 0.090, 2.012], [-0.026, 1.267, 1.996], [-0.717, 2.051, 2.922], [-0.428, 3.327, 3.344], [-1.293, 3.868, 4.293], [-2.384, 3.154, 4.778], [-2.668, 1.863, 4.338], [-1.806, 1.342, 3.403], [0.422, 3.875, 2.962], [-1.109, 4.868, 4.661], [-3.029, 3.610, 5.517], [-3.512, 1.299, 4.710], [1.520, 0.429, 5.026], [0.925, -1.065, 4.189], [-0.464, -0.940, 1.107], [2.389, -1.590, 3.332], [2.850, -2.886, 3.545], [3.936, -3.383, 2.816], [4.614, -2.550, 1.921], [4.183, -1.245, 1.747], [3.067, -0.774, 2.428], [1.816, 1.184, 4.303], [2.341, 0.178, 5.693], [0.682, 0.807, 5.610], [2.382, -3.506, 4.303], [4.329, -4.364, 3.061], [5.484, -2.916, 1.393], [4.707, -0.590, 1.065], [2.715, 0.235, 2.253]]
}

---

(3)
{
  "formula": "C6H10O",
  "method": "ωB97M-V/def2-TZVPD",
  "smiles": "O=CCCC1CC1",
  "orbital_gap_ev": 10.878,
  "species": ["O", "C", "C", "C", "C", "C", "C", "H", "H", "H", "H", "H", "H", "H", "H", "H", "H"],
  "coordinates": [[0.680, -0.872, 1.752], [1.211, -1.107, 0.689], [1.688, -0.029, -0.262], [0.753, 1.189, -0.326], [-0.695, 0.835, -0.678], [-1.095, -0.610, -0.831], [-1.555, 0.163, 0.362], [1.409, -2.161, 0.405], [2.667, 0.275, 0.135], [1.865, -0.449, -1.260], [1.151, 1.889, -1.071], [0.787, 1.704, 0.640], [-1.188, 1.544, -1.344], [-1.757, -0.942, -1.622], [-0.313, -1.341, -0.616], [-2.597, 0.424, 0.513], [-1.017, -0.098, 1.270]]
}

---

(4)
{
  "formula": "CH4N3P",
  "method": "ωB97M-V/def2-TZVPD",
  "smiles": "c1nn[nH]p1.[H][H]",
  "orbital_gap_ev": 9.994,
  "species": ["C", "N", "N", "N", "P", "H", "H", "H", "H"],
  "coordinates": [[0.478, -0.434, 0.174], [-0.271, -1.493, -0.029], [-1.269, -1.271, -0.785], [-1.291, -0.030, -1.283], [-0.046, 0.943, -0.704], [1.615, 1.199, 2.236], [1.189, -0.464, 0.950], [-2.030, 0.152, -2.059], [1.625, 1.398, 1.501]]
}

---

(5)
{
  "formula": "C4H7N2S",
  "method": "ωB97M-V/def2-TZVPD",
  "charge": 1,
  "orbital_gap_ev": 8.748,
  "species": ["C", "C", "C", "C", "N", "N", "S", "H", "H", "H", "H", "H", "H", "H"],
  "coordinates": [[1.208, 0.419, -0.329], [0.526, 0.593, 1.933], [0.987, 0.671, -1.605], [-1.235, -0.130, 0.278], [0.175, 0.558, 0.707], [-1.123, -1.365, -0.166], [0.962, 0.618, 3.397], [2.182, 0.180, -0.001], [-0.011, 1.044, -2.046], [1.764, 0.536, -2.412], [-1.865, -0.069, 1.141], [-1.527, 0.692, -0.401], [-1.168, -1.710, -1.030], [-0.877, -2.036, 0.536]]
}

---

(6)
{
  "formula": "H3NO3PS",
  "method": "ωB97M-V/def2-TZVPD",
  "charge": -1,
  "orbital_gap_ev": [7.646, 7.657],
  "species": ["N", "O", "O", "O", "P", "S", "H", "H", "H"],
  "coordinates": [[-0.506, 0.300, 1.279], [-1.090, -0.656, -1.120], [0.556, -2.002, 0.150], [1.247, -0.844, -2.015], [0.901, 0.707, 0.583], [0.348, -0.850, -0.849], [-0.644, 0.520, 2.278], [-1.179, 0.118, 0.461], [0.366, 2.707, -0.766]]
}

---

For each record above, in turn, the calculated energy relative to the best compared isomer or geometry (same formula, charge and spin) values are 76.9 0.0 26.1 52.0 64.3 71.2 kcal per mole.